--- i ---
Entry from OMol25: a single C5H7NOS molecule (the ωB97M-V functional and the def2-TZVPD basis).

Positions of all 15 atoms, in Å:
S 0.87366 2.25751 1.92880
C 0.09050 -2.12609 0.26838
H 0.52003 2.18251 -1.09511
C -0.16700 -0.79063 -0.35805
C -0.31014 1.53737 -0.74938
C -0.69329 -0.50555 -1.56222
H -1.02964 -1.17624 -2.36639
H 1.17132 -2.23824 0.51216
H 1.37504 1.91526 3.10950
N 0.63037 0.63462 1.43039
C 0.12270 0.49459 0.26579
H -0.47160 -2.24282 1.21734
H -0.19900 -2.92420 -0.37420
H -1.11401 2.16583 -0.35939
O -0.79893 0.81608 -1.86762

- orbital gap (eV) = 8.95
- SMILES = CC1=COC/C1=N\S
- charge = 0

--- ii ---
Entry from OMol25: 3 unconnected molecules or ions with the total composition C5H7NOS (the ωB97M-V functional and the def2-TZVPD basis).

Positions of all 15 atoms, in Å:
H -2.07986 0.36632 -2.93625
H 1.51106 -1.10292 0.94754
S 0.57380 2.34563 0.59673
H 0.25172 -2.07041 -0.30425
O -0.78467 0.85624 -1.45219
C 0.82004 0.69745 0.35496
H 1.99043 -0.04393 2.11958
H -1.87410 0.84213 1.70405
C -0.23436 -1.22633 -0.84533
C -1.41018 -0.08843 -2.22597
C -0.07819 0.12899 -0.56300
N -1.13589 -1.31403 -1.85185
H -2.18010 0.76238 2.49194
H 2.84399 -0.04632 0.82553
C 1.78630 -0.10678 1.13851

- orbital gap (spin up / spin down) (eV) = 7.57 / 7.57
- charge = 0

--- iii ---
Entry from OMol25: a single C5H7NOS molecule (the ωB97M-V functional and the def2-TZVPD basis).

Positions of all 15 atoms, in Å:
N 0.78415 -1.18657 -0.20723
H -1.36408 2.04274 -0.07637
C 1.48825 -0.07268 -0.06072
C 0.66121 1.09596 0.38818
H 0.50820 1.02580 1.48934
S 3.14090 -0.10993 -0.25458
C -0.62800 -1.35338 0.18321
H -0.69627 -1.38219 1.29198
C -0.70650 1.19423 -0.36471
C -1.49963 -0.11643 -0.22532
H -0.37940 1.39478 -1.44265
H 1.26184 2.01775 0.23105
H 1.24247 -2.08902 -0.42450
O -2.71667 -0.18021 -0.28909
H -1.09647 -2.28085 -0.23859

- orbital gap (eV) = 9.00
- SMILES = O=C1CCC(=S)NC1
- charge = 0

--- iv ---
Entry from OMol25: a single C5H7NOS molecule (the ωB97M-V functional and the def2-TZVPD basis).

Positions of all 15 atoms, in Å:
N 0.66560 -0.39930 1.17812
H 0.72079 1.48882 -1.60714
C 0.40299 0.76560 -0.84002
S -1.38364 2.55615 0.45628
C -0.63200 1.18430 0.16353
O -0.24587 -0.34449 -1.49551
H -1.44018 -0.32383 1.61331
H 2.12684 0.98640 0.46460
C -0.73545 -0.19849 0.78779
H 0.87025 -1.37938 1.31284
C -1.04690 -0.99727 -0.47792
H 2.07780 -0.56369 -0.42868
H -2.11254 -0.93204 -0.77108
C 1.48364 0.20006 0.08992
H -0.75133 -2.04281 -0.44605

- orbital gap (eV) = 8.47
- SMILES = S=C1[C@H]2CO[C@@H]1CN2
- charge = 0

In order of decreasing stability: iii, i, iv, ii.

--- i ---
Entry from OMol25: 3 unconnected molecules or ions with the total composition C4H7ClO2 (the ωB97M-V functional and the def2-TZVPD basis).

Positions of all 14 atoms, in Å:
H 1.18459 0.62742 -0.67488
C 0.34154 0.12092 -0.32765
H -0.12700 -0.65979 -2.16343
H 1.13755 -1.83029 -0.29706
H -0.21933 -1.58264 0.51481
C -0.62263 -0.14898 -1.35299
H -2.71816 1.69114 -0.28302
H -0.22817 0.71775 0.34941
O -1.82624 0.05458 -1.28679
O -3.33166 -1.72376 0.97857
C 0.69409 -1.12708 0.37341
H 1.19823 -0.97032 1.35562
Cl -3.19840 2.68458 0.36138
C -4.06053 -1.18966 0.33536

- orbital gap (eV) = 11.12
- charge = 0

--- ii ---
Entry from OMol25: a single C4H7ClO2 molecule (the ωB97M-V functional and the def2-TZVPD basis).

Positions of all 14 atoms, in Å:
O 1.90601 -2.08794 -0.08311
H -0.20232 2.29374 1.41432
Cl 2.77176 0.35407 0.06669
C -1.04570 0.52346 1.11968
H -1.30481 -0.39224 -1.67394
H -0.90043 0.04631 2.13285
C -0.24116 -0.08788 -1.37223
H -1.93558 0.05102 0.86620
C -0.03190 -0.56856 0.06035
H 0.03763 1.04388 -1.41912
H -0.33640 -1.51756 0.17884
O -0.84535 1.85848 0.93681
H 0.54218 -0.57585 -2.18896
C 1.58607 -0.94094 -0.03838

- orbital gap (eV) = 10.56
- SMILES = C[C@H](CO)C(=O)Cl
- charge = 0

In order of decreasing stability: i, ii.

--- i ---
Entry from OMol25: a single C8H6N2S molecule (the ωB97M-V functional and the def2-TZVPD basis).

Positions of all 17 atoms, in Å:
C 0.51467 -1.50697 0.01584
H 1.76413 1.08536 2.67743
H -1.73840 -1.95318 -0.01711
H 1.62587 1.59208 -0.60312
N 3.95841 -0.29755 0.32246
C 1.33835 -0.16245 0.35899
C 0.83864 0.91599 -0.45979
C -0.99626 -1.21030 -0.19204
N 1.16886 -2.38620 -2.38620
C -1.33181 -0.05515 -0.78449
H -2.33635 -0.00320 -1.06678
S 1.03758 -0.02504 2.33616
C 2.78886 -0.18945 0.45251
C 0.99132 -2.04128 -1.30394
H 0.78693 -2.25269 0.78805
H -0.35221 1.73738 -1.89230
C -0.30239 0.88527 -1.12959

- orbital gap (eV) = 8.93
- SMILES = N#C[C@@H]1C=CC=C[C@]1(S)C#N
- charge = 0

--- ii ---
Entry from OMol25: a single C8H6N2S molecule (the ωB97M-V functional and the def2-TZVPD basis).

Positions of all 17 atoms, in Å:
H 2.01284 2.45219 0.67827
C -0.92487 0.40800 -0.23819
C 1.96695 -0.58509 1.04170
C -2.20618 -1.57007 -0.22705
H 2.81426 -0.70601 1.69362
H 0.98321 1.97566 -0.79374
C 1.27475 -0.31631 -1.02541
C 1.51280 1.63507 0.02956
N 1.94813 0.37862 -0.08125
S -2.51758 0.91573 0.30916
H -2.30466 -2.58551 -0.30104
C 0.47028 -1.27106 -0.45372
C -3.20216 -0.68614 0.23941
N 1.18594 -1.54712 0.83847
H 1.08797 0.15317 -2.00297
H -4.16442 -0.93385 0.64006
C -0.93465 -0.98217 -0.37652

- orbital gap (spin up / spin down) (eV) = 7.09 / 6.96
- charge = 0

In order of decreasing stability: i, ii.

--- i ---
Entry from OMol25: a single C10H11N3O2 molecule (the ωB97M-V functional and the def2-TZVPD basis).

Positions of all 26 atoms, in Å:
C 0.30224 0.76213 -1.03068
H -1.39328 2.21934 -1.58222
C -0.70814 1.08787 1.32777
C -1.45996 -2.60769 -0.53226
C -1.06650 -0.11222 0.79033
H -1.57704 2.76787 0.79777
H 0.49074 0.61707 -2.06451
H -1.54382 -3.43611 -1.11432
C -0.60483 2.42464 0.57010
O 4.28520 -0.86041 0.59620
C -0.55378 -0.30738 -0.56655
H -0.56849 1.27511 2.42490
H -0.26689 -1.67102 -2.02820
C -1.79213 -1.17617 1.46228
N 1.45830 0.88440 -0.16441
H -2.18696 -0.98790 2.52813
O 2.68632 -0.81030 -1.22799
H 0.27482 2.98551 1.03806
H 4.12222 -1.18918 -0.30605
H -2.58493 -3.11758 1.23968
N 2.37186 -0.01426 -0.24874
N 3.31878 0.15325 0.69802
C -2.03549 -2.33420 0.74537
C -0.73202 -1.55417 -1.12171
C -0.41542 2.11420 -0.90220
H 0.17919 2.88719 -1.32878

- orbital gap (spin up / spin down) (eV) = 4.42 / 4.42
- charge = 0

--- ii ---
Entry from OMol25: 2 unconnected molecules or ions with the total composition C10H11N3O2 (the ωB97M-V functional and the def2-TZVPD basis).

Positions of all 26 atoms, in Å:
H 0.88199 -2.89919 1.75048
C -1.26756 1.86942 -1.06673
H -0.71936 -1.67342 3.25412
C 0.77506 0.68989 -0.62065
N 1.81861 -0.02206 -0.94435
C 0.41132 1.53602 1.68845
C -0.17946 0.47032 2.32886
H -0.53331 -3.89181 2.13633
H -1.95426 2.06555 -1.88821
H -0.80474 0.99234 -3.49342
H 1.16636 -0.40509 -4.20503
C -0.90310 -1.77825 2.17821
N 1.03353 3.89933 1.20553
H -0.88973 2.81091 -0.66394
H 2.85898 -0.99345 -2.41627
C -0.03714 0.67576 -2.79967
O -0.45872 0.50748 3.51927
H -0.40078 -3.10424 0.55507
C -0.19171 -3.00093 1.61744
C 1.97386 -0.41355 -2.19587
C 1.04250 -0.08323 -3.18456
N -0.15942 1.05885 -1.51511
H -1.78548 1.35064 -0.25959
O -0.43090 -0.60973 1.52189
C 0.74027 2.80149 1.48010
H -1.98683 -1.85306 2.01767

- orbital gap (eV) = 6.94
- charge = 0

In order of decreasing stability: ii, i.

--- i ---
Entry from OMol25: a gas-phase ion, C2H4N3 (charge +1) (the ωB97M-V functional and the def2-TZVPD basis).

Positions of all 9 atoms, in Å:
C 0.22251 0.64007 -0.62067
H -0.65354 0.69870 1.21939
H 0.47260 2.20623 -2.11482
N 0.08689 0.13775 0.72895
H 0.90112 -1.65919 0.93886
N 0.26687 1.72800 -1.16252
C -0.02600 -1.30850 0.61497
N -0.26248 -0.59424 -0.55888
H -1.00797 -1.84881 0.95470

- orbital gap (eV) = 10.60
- SMILES = [H]/N=C1\N2C[N@@H+]12
- charge = +1

--- ii ---
Entry from OMol25: a gas-phase ion, C2H4N3 (charge +1) (the ωB97M-V functional and the def2-TZVPD basis).

Positions of all 9 atoms, in Å:
N 1.04143 -0.90015 0.03292
H 0.03310 2.05262 -0.15270
C 0.22693 -0.04560 0.83283
H -1.23752 -1.48579 0.08057
H 2.00829 -0.66493 -0.09231
N -1.01672 -0.42229 0.02291
N 0.50129 1.17261 -0.00457
C 0.24423 0.07479 -0.74211
H -1.80104 0.21874 0.02246

- orbital gap (eV) = 10.11
- SMILES = N1[C@]23N[C@]12[NH2+]3
- charge = +1

In order of decreasing stability: ii, i.

--- i ---
Entry from OMol25: 2 unconnected molecules or ions with the total composition C3H4I2 (the ωB97M-V functional and the def2-TZVPD basis).

Positions of all 9 atoms, in Å:
H 3.79540 1.37044 -1.02414
C -0.58159 -0.79545 0.18929
I 5.01921 1.32293 -0.08357
C -1.61147 0.23436 -0.26236
I 1.46954 -0.87505 -0.04290
H -2.16307 0.11328 -1.11623
H -2.42274 -1.52677 1.36584
C -1.75666 -0.95584 0.66845
H -1.74861 1.11211 0.30562

- orbital gap (eV) = 9.68
- SMILES = IC1=CC1.I
- charge = 0

--- ii ---
Entry from OMol25: 2 unconnected molecules or ions with the total composition C3H4I2 (the ωB97M-V functional and the def2-TZVPD basis).

Positions of all 9 atoms, in Å:
H 1.88142 -0.62621 -0.00644
C 1.14765 -1.31498 0.46967
H -0.82314 0.46793 1.10151
I 1.97328 -3.16402 0.41717
H -1.94414 0.47656 -0.34464
I 0.22331 -0.11087 -2.10421
C -1.11597 1.04954 0.27544
H -1.46118 1.98199 0.71667
C 0.11875 1.24006 -0.52518

- orbital gap (spin up / spin down) (eV) = 7.41 / 7.41
- charge = 0

--- iii ---
Entry from OMol25: 2 unconnected molecules or ions with the total composition C3H4I2 (the ωB97M-V functional and the def2-TZVPD basis).

Positions of all 9 atoms, in Å:
H 2.00332 -0.53110 1.23148
I 2.74925 1.58726 -0.25200
C -1.70884 -0.45443 -0.27278
H -0.63348 1.29183 0.14408
H 1.67325 -0.84233 -0.53366
C -0.62402 0.20700 -0.01442
I -3.73373 0.49438 -0.25126
H -1.71687 -1.53538 -0.28916
C 1.99112 -0.21723 0.23773

- orbital gap (spin up / spin down) (eV) = 7.03 / 8.39
- charge = 0

In order of decreasing stability: i, iii, ii.